No. 1
# C14H20N4O4

One molecule with the formula C14H20N4O4 at a distorted geometry (ωB97M-V/def2-TZVPD, the Open Molecules 2025 dataset).

CARTESIAN COORDINATES (ANGSTROEM)
O: -1.56008 0.98063 -1.70742
O: 2.43253 0.14273 1.64795
O: -2.49567 -0.17313 3.61602
O: -0.16179 -2.60149 -2.73118
C: -0.72254 0.64990 -0.96003
C: 1.42092 0.19546 0.92560
C: 0.05860 0.63272 1.44348
C: 0.62992 0.13267 -1.39982
C: -0.95664 0.90522 0.54978
C: 1.66338 -0.11200 -0.55682
N: -0.06101 1.24396 2.69688
N: 0.95208 -0.30087 -2.72726
N: -2.20825 1.35355 1.11668
N: 2.91154 -0.52576 -1.12364
C: -1.16474 -0.77778 3.79499
C: -0.54837 -1.79499 -3.85252
C: -0.12742 0.33831 3.85447
C: 0.08642 -0.44499 -3.91041
C: -3.55836 1.23654 0.47467
C: -2.65208 2.60479 0.54227
C: 4.21828 -0.21706 -0.65214
C: 3.66008 -1.62700 -0.52763
H: -2.61537 0.32030 2.73585
H: 0.07453 -2.03529 -1.92877
H: -0.76171 2.07024 2.68896
H: 1.84767 -0.68061 -2.65537
H: -0.99942 -1.40288 2.92382
H: -1.17154 -1.38118 4.71531
H: -1.62042 -1.60118 -3.91044
H: -0.36448 -2.45716 -4.75196
H: -0.46858 0.94830 4.68805
H: 0.89974 0.09924 4.12776
H: -0.71175 0.34112 -3.85235
H: 0.66116 -0.18523 -4.74561
H: -4.48615 1.26835 1.09743
H: -3.56157 0.63803 -0.40591
H: -3.01910 3.36509 1.16820
H: -2.39398 3.03173 -0.44081
H: 4.85270 -0.01308 -1.56618
H: 4.48701 0.26035 0.32401
H: 3.99153 -2.35421 -1.23643
H: 3.54291 -2.07332 0.51052

The value obtained for the largest force on an atom is 0.086 hartree/bohr. The calculation puts the lowest unoccupied orbital energy at -1.146 eV. The energy relative to the best compared isomer or geometry (same formula, charge and spin) comes out at 201.4 kcal per mole.

No. 2
# C14H20O7S

A 2-piece molecular cluster, C14H20O7S overall (ωB97M-V/def2-TZVPD, the Open Molecules 2025 dataset).

CARTESIAN COORDINATES (ANGSTROEM)
C: 3.37300 -2.49623 -1.10933
C: 2.40941 -2.37508 -2.27683
O: 2.21919 -1.04350 -2.73089
C: 1.68203 -0.14981 -1.77662
C: 0.33448 -0.59932 -1.29044
C: 0.06887 -0.99713 -0.04983
C: -1.32512 -1.38744 0.29259
O: -1.82728 -1.17104 1.37421
C: -2.11470 -2.01772 -0.81343
C: -3.15419 -3.02766 -0.41824
O: -3.63055 -3.80803 -1.48860
O: -4.58752 -3.05719 -2.25412
C: -1.86038 -1.62225 -2.05668
C: -0.80412 -0.59210 -2.27280
O: -0.88757 0.24145 -3.14462
H: 4.31290 -1.99790 -1.34895
H: 3.57452 -3.55019 -0.91480
H: 2.97715 -2.05719 -0.19285
H: 1.44602 -2.84127 -2.03378
H: 2.81412 -2.90383 -3.13909
H: 2.35163 0.00290 -0.92490
H: 1.57414 0.80041 -2.29921
H: 0.81104 -1.02044 0.73773
H: -2.72175 -3.74383 0.28358
H: -3.98721 -2.54460 0.11057
H: -5.07689 -2.55334 -1.58494
H: -2.40703 -1.99366 -2.91365
C: -0.14910 4.09615 3.15420
C: -0.82779 3.73222 1.82604
C: 0.24731 3.13159 0.91384
S: 1.46143 2.37891 2.00968
O: 2.71708 3.06970 1.86693
O: 1.40815 0.94392 1.87751
C: 0.68620 2.88098 3.54283
H: -0.87668 4.33784 3.92744
H: 0.49940 4.96431 3.01976
H: -1.61164 2.99438 2.00668
H: -1.29224 4.59901 1.35863
H: -0.13107 2.35698 0.25042
H: 0.77363 3.88955 0.33668
H: 1.46823 3.08006 4.27159
H: 0.06295 2.05043 3.87370

The value obtained for the largest force on an atom is 0.007 hartree/bohr. The calculation puts the lowest unoccupied orbital energy at -0.930 eV. The energy relative to the best compared isomer or geometry (same formula, charge and spin) comes out at 0.0 kcal per mole.

No. 3
# C14H21AgF3N2O2

C14H21AgF3N2O2 as an isolated structure at a distorted geometry (ωB97M-V/def2-TZVPD, the Open Molecules 2025 dataset).

CARTESIAN COORDINATES (ANGSTROEM)
C: 0.12440 -2.90325 2.19841
O: -0.80876 -2.49944 1.20325
C: -0.29778 -2.80738 -0.07254
C: -0.98571 -2.11249 -1.25987
C: -2.31604 -1.36635 -1.00021
C: -2.14986 0.02092 -0.34438
C: -1.60161 1.03843 -1.34974
C: -0.88911 2.25946 -0.72171
C: 0.05057 1.89317 0.42802
C: 0.92189 3.04589 0.64818
N: 1.63750 3.94468 0.83470
C: 0.99179 0.68976 0.13349
C: 2.04217 0.69340 1.14508
N: 2.84214 0.73324 1.99321
C: 1.67790 0.72562 -1.25502
C: 3.04962 1.39917 -1.32346
O: 4.13018 0.51875 -1.12759
C: -0.77172 1.70767 1.76156
F: -0.65093 0.44923 2.25654
F: -0.38860 2.50868 2.72212
F: -2.07221 1.88959 1.59654
H: -0.18052 -2.45967 3.15158
H: 0.14529 -3.97641 2.32822
H: 1.12427 -2.53361 2.00165
H: 0.74698 -2.50847 -0.06707
H: -0.31425 -3.88040 -0.20595
H: -1.21911 -2.89546 -1.96543
H: -0.25344 -1.48016 -1.74293
H: -2.91647 -1.30133 -1.89455
H: -2.88083 -1.95913 -0.28496
H: -1.49009 -0.14703 0.48946
H: -3.13423 0.32688 -0.01071
H: -2.45715 1.42742 -1.88242
H: -1.00848 0.52305 -2.08805
H: -1.59789 3.01549 -0.43573
H: -0.28382 2.72845 -1.48369
H: 0.50778 -0.26642 0.25921
H: 1.84028 -0.30607 -1.54212
H: 1.05763 1.15490 -2.02498
H: 3.16079 1.76506 -2.33459
H: 3.13988 2.26606 -0.67875
H: 3.87899 -0.20234 -0.55009
Ag: -2.40146 -1.11958 2.49531

The value obtained for the largest force on an atom is 0.056 hartree/bohr. Its net charge is +1. The calculation puts the lowest unoccupied orbital energy at -5.610 eV. The energy relative to the best compared isomer or geometry (same formula, charge and spin) comes out at 6.0 kcal per mole.